[1]
A structure of composition C30H54CrF6NO23, computed with ωB97M-V/def2-TZVPD.

```
115
Properties=species:S:1:pos:R:3:forces:R:3:lowdin_spin:R:1
Cr 1.546192 -3.287672 -0.906587 0.3180 3.8769 1.2052 3.8627
C 1.079912 0.677638 1.576573 1.4337 -1.1943 -0.8430 -0.0013
C 1.007382 0.142498 0.135763 -1.2252 -1.4117 0.0486 0.0037
O 1.280772 -1.261302 -0.044547 0.5433 -0.7275 0.2111 0.0339
H 1.251312 1.753718 1.549033 -0.6038 0.0587 0.2493 -0.0004
H 2.039122 0.268488 1.893763 0.0491 0.0163 0.8102 0.0000
H 0.268352 0.299878 2.198483 0.0333 0.3509 0.0672 0.0000
H 1.665382 0.787488 -0.446577 0.1349 -0.0514 -0.5167 0.0011
H -0.040068 0.291348 -0.126517 -0.1255 0.3794 -0.8059 0.0011
C 1.344012 2.641988 -3.041897 1.4854 0.6960 -0.2319 0.0000
C 2.842142 3.219218 -3.248257 -2.6208 -0.0573 -0.1718 0.0000
O 3.575282 3.001918 -2.057517 0.4192 -0.4976 0.2754 0.0000
C 3.314572 3.624958 -0.933097 -3.3029 3.1947 0.0271 0.0000
O 2.540142 4.579438 -0.721247 2.0743 -2.9174 -0.9506 0.0000
C 4.207462 3.102378 0.148173 -0.7746 -0.9075 0.7872 0.0000
F 4.730492 1.927978 -0.207397 0.4589 -0.3767 0.3018 0.0000
F 5.165802 4.001768 0.227843 0.6945 0.1561 1.0839 0.0000
F 3.543462 2.884168 1.327853 1.0139 0.7806 -1.2041 0.0000
H 1.441302 1.568328 -2.881037 -0.1794 -0.0141 0.0224 0.0000
H 0.640242 2.844608 -3.849217 0.5584 -0.0361 -0.4443 0.0000
H 0.833602 3.102338 -2.195927 0.4752 -0.0101 0.3353 0.0000
H 2.842372 4.278508 -3.505177 -0.0903 -0.0071 0.0926 0.0000
H 3.387772 2.666418 -4.012977 -0.1605 0.0164 0.0815 0.0000
C -5.970628 -3.538112 5.830943 0.7914 0.9263 0.0214 0.0000
C -6.064438 -2.388172 4.807533 -1.2997 -0.8745 0.5104 0.0000
O -4.839748 -1.631572 4.815653 -0.7091 0.1683 0.6515 0.0000
C -3.814368 -2.079322 4.158663 -1.3210 -1.1105 -2.4944 0.0000
O -3.786358 -3.024652 3.389103 0.2946 0.9562 1.2538 0.0000
C -2.613468 -1.185602 4.353133 -1.2890 0.2873 -0.6494 0.0000
F -2.904008 0.017758 4.851543 0.3135 -0.0580 0.2898 0.0000
F -1.830438 -1.852592 5.138883 1.8264 -0.5645 2.0076 0.0000
F -1.971438 -1.016562 3.217113 0.5438 0.4764 -1.1393 0.0000
H -5.537958 -3.068982 6.714583 0.0919 -0.0980 0.2103 0.0000
H -5.255438 -4.290302 5.498083 -0.3169 -0.1992 -0.0310 0.0000
H -6.915318 -3.953922 6.181293 -0.0455 -0.0447 -0.5922 0.0000
H -6.862068 -1.713132 5.117663 0.4106 0.3392 0.1537 0.0000
H -6.380658 -2.708512 3.814813 0.7045 -0.0763 -0.1622 0.0000
C 0.003602 6.890438 -2.462997 -0.2201 0.4939 0.9823 0.0000
O -0.982858 5.973308 -2.930027 -1.0027 -3.3560 0.3176 0.0000
C -1.419128 4.834758 -2.175267 0.7485 1.6015 -0.3855 0.0000
O -2.140128 3.946518 -2.616477 1.9770 2.3257 1.2546 0.0000
O -0.883278 4.982448 -0.906967 -1.0400 -0.7381 -1.6763 0.0000
C -1.282818 3.992328 0.045903 0.2561 -0.0758 0.4789 0.0000
H 0.990352 6.534788 -2.166477 -0.1209 -0.9245 -0.3154 0.0000
H -0.385218 7.338638 -1.548647 0.0110 0.5298 -0.2164 0.0000
H 0.147362 7.600248 -3.277617 -0.2966 0.0303 0.1964 0.0000
H -1.154798 2.983048 -0.345327 -0.2512 0.0496 -0.1104 0.0000
H -2.293418 4.173458 0.411933 -0.0799 -0.1611 -0.3281 0.0000
H -0.611928 4.102678 0.897863 0.1126 0.1235 -0.1463 0.0000
C 3.737392 -0.693152 -2.784967 1.5514 0.0187 1.2541 0.0001
O 2.916922 -0.842682 -3.913267 -1.5519 -0.4448 -0.5140 0.0027
C 1.822632 -1.599012 -3.836167 -0.8634 0.4204 -0.3601 0.0030
O 1.462682 -2.262332 -2.855907 0.6071 -0.2212 -0.6028 0.0204
O 1.048862 -1.524982 -4.938597 0.6231 -1.3619 2.9262 0.0016
C 1.429712 -0.725182 -6.022817 0.1911 -0.1583 -1.3328 0.0001
H 4.656212 -0.230532 -3.145327 -0.0168 -0.2567 -0.1273 0.0000
H 3.954662 -1.646262 -2.302827 0.0000 -0.0319 -0.2785 0.0001
H 3.390762 -0.033612 -1.989377 -0.8289 0.0861 -0.3077 0.0000
H 2.226672 -1.213812 -6.583357 0.6439 0.3612 0.4120 0.0001
H 1.654202 0.281248 -5.669567 -0.0655 -0.0219 -0.5570 0.0000
H 0.616442 -0.841402 -6.739177 -0.3505 0.7577 0.3717 0.0000
C -4.522628 2.716838 4.013293 -0.7797 -0.8344 0.4676 0.0000
O -3.811378 2.519678 2.800363 0.9430 -0.7004 -1.4575 0.0000
C -3.870028 1.326268 2.121083 -2.6408 -0.7268 0.9226 0.0000
O -4.585358 0.373358 2.436673 1.6808 1.6108 -0.3207 0.0000
O -3.183798 1.435188 0.987973 0.6906 -0.9378 0.1968 0.0000
C -3.107278 0.317928 0.031713 -0.0774 1.1554 -1.5115 0.0001
H -4.034228 2.180118 4.826623 0.0363 0.1475 0.0054 0.0000
H -5.543738 2.341928 3.943433 0.0311 -0.1851 -0.1708 0.0000
H -4.611978 3.778178 4.244943 0.5065 -0.0367 -0.3793 0.0000
H -4.061898 0.038328 -0.413957 -0.3168 0.1447 0.7348 0.0000
H -2.513208 -0.587462 0.156003 -0.0414 0.1999 1.5423 0.0000
H -2.588458 0.809768 -0.791107 0.0074 0.1608 -0.0254 0.0000
C 5.634062 -5.282512 -0.870067 -1.2712 -2.4173 -0.9546 0.0000
O 5.807672 -4.200592 -0.039577 1.4105 0.9137 0.3950 0.0018
C 4.907362 -3.260402 -0.025007 -0.2159 0.9307 1.5465 0.0046
O 3.837842 -3.251132 -0.601637 -0.8051 -0.5217 -0.9040 0.0281
O 5.295272 -2.327802 0.815503 1.4529 -1.4613 -0.5619 0.0015
C 4.446382 -1.301492 1.240333 -0.9078 0.5750 -0.4341 -0.0003
H 6.463462 -5.988972 -0.903517 0.6017 0.8752 0.2388 0.0000
H 5.347292 -5.031462 -1.891257 0.0593 0.2353 0.0846 0.0000
H 4.858652 -5.907962 -0.427727 -0.4750 -0.0205 -0.2350 0.0000
H 5.089452 -0.713222 1.894933 -0.5908 0.1014 0.0562 0.0000
H 3.548192 -1.733222 1.681893 0.1141 0.1871 0.4389 -0.0002
H 4.081312 -0.745842 0.376573 0.1281 0.3097 0.0998 -0.0001
C -4.592168 -1.380422 -6.406857 -1.4351 1.4453 -1.1271 0.0000
O -3.396348 -1.210672 -5.752307 2.5628 0.4250 2.1731 0.0000
C -2.976618 -0.015822 -5.250757 -1.5042 2.7645 -2.5271 0.0000
O -3.301718 1.108838 -5.666577 0.1499 -2.7130 0.8686 0.0000
O -2.075608 -0.208862 -4.336747 0.9908 -0.8891 2.0290 0.0000
C -1.475688 0.915978 -3.627857 -0.2211 0.4731 -1.1338 0.0000
H -4.658748 -0.685642 -7.244077 0.1945 -0.2811 -0.5196 0.0000
H -5.424898 -1.024472 -5.800257 -0.1806 -0.6744 0.3790 0.0000
H -4.643138 -2.420282 -6.729647 -0.1966 0.2401 0.1815 0.0000
H -2.173308 1.627778 -3.186557 -0.4444 -0.3853 -0.1864 0.0000
H -0.927408 1.486458 -4.377547 0.1306 -0.0127 0.1326 0.0000
H -0.808518 0.559488 -2.843047 -0.1392 -0.5193 -0.3030 0.0000
C 2.143652 -6.842582 1.665313 0.8352 -0.9579 -0.8552 0.0000
O 2.087502 -5.781212 2.559363 -0.3770 0.4002 -0.0200 0.0025
C 1.669022 -4.604772 2.165923 -1.1395 0.4577 0.2709 0.0047
O 1.493742 -4.151332 1.025293 0.4206 -0.7756 -0.1658 0.0244
O 1.356992 -4.021652 3.268463 -0.7704 2.4355 0.9407 0.0035
C 0.852082 -2.638222 3.376173 0.5614 0.6511 -0.1561 0.0001
H 3.218582 -6.954792 1.523763 -0.1479 -0.6009 -0.7711 0.0001
H 1.571002 -6.646452 0.758833 0.3005 0.0518 -0.1028 0.0000
H 1.742462 -7.746782 2.123093 0.0259 0.2288 0.2237 0.0000
H -0.233348 -2.551352 3.425303 0.2031 -0.8143 -0.0824 0.0001
H 1.191192 -1.964712 2.589103 0.1165 -0.5724 -0.5298 -0.0001
H 1.280932 -2.214482 4.284273 -0.0648 -0.5173 0.1491 0.0000
C -0.405708 2.873808 4.254043 1.1152 0.6057 0.1533 0.0000
C 1.108882 2.764538 4.404203 -0.9594 -0.1647 0.1305 0.0000
N 2.244852 2.661838 4.595123 -1.0917 0.0949 -0.3303 0.0000
H -0.937718 1.961378 4.523383 0.3403 -0.0609 -0.1272 0.0000
H -0.705288 3.220348 3.264973 0.3110 -0.4326 -0.1966 0.0000
H -0.773178 3.675168 4.895053 0.2359 -0.0983 0.3317 0.0000
```
Forces are in eV/Å.

- M: 962.730 g/mol
- Charge: +1
- E_tot: -4604.1527 Eh
- 2S+1: 5
- LUMO level (spin up / spin down): -3.9 / -3.5 eV
- Orbital gap (spin up / spin down): 0.2541 / 0.2741 Eh

[2]
A structure of composition C30H54N8PTcTe4, computed with ωB97M-V/def2-TZVPD.

```
98
Properties=species:S:1:pos:R:3:forces:R:3:lowdin_spin:R:1
Tc -0.627351 -0.017629 0.241641 0.3265 0.2061 -0.3831 0.8951
C 1.000549 -5.256329 0.313841 0.1629 -0.0510 0.1037 0.0000
N -0.025351 -4.312829 -0.068859 0.0493 0.2259 0.2702 -0.0007
C -1.137051 -4.775029 -0.867459 -0.2921 0.1818 -0.1451 0.0151
C -0.016651 -3.041329 0.404741 -0.2586 0.0080 -0.4814 0.0123
N -0.746051 -2.078429 -0.063659 0.0346 -0.2444 0.1150 0.0228
N 0.881949 -2.795529 1.429741 -0.0405 -0.3724 0.2184 0.0043
C 0.732649 -1.770529 2.343241 0.4050 0.6485 0.1448 0.0081
N 1.124049 -2.074729 3.618941 0.0688 -0.1691 -0.0835 0.0001
N 0.388149 -0.594829 1.959641 0.0731 -0.4842 0.6666 0.0225
H 0.971049 -6.099329 -0.369659 0.0114 -0.0037 0.0288 0.0000
H 0.854249 -5.636729 1.329441 0.0377 -0.1095 0.0550 0.0001
H 1.987149 -4.799429 0.221641 0.0722 -0.0789 0.0168 0.0000
H -1.040451 -5.845029 -1.024759 0.0074 0.0252 -0.0225 0.0004
H -1.170551 -4.279929 -1.840759 0.0158 -0.0189 -0.0895 0.0046
H -2.078951 -4.591629 -0.343759 -0.0214 -0.0272 -0.0204 0.0141
H -1.405151 -2.372929 -0.775559 0.0436 0.0004 -0.0010 0.0126
H 1.336849 -3.614729 1.802541 0.0128 0.0734 -0.0622 0.0001
H 1.096549 -3.037929 3.912541 -0.0691 0.0465 0.0379 -0.0001
H 0.898549 -1.413829 4.345141 0.0594 -0.0088 -0.0554 0.0000
H 0.349649 0.074571 2.719841 -0.0982 0.0459 0.0706 0.0050
Te -4.633351 -2.964329 -1.235059 -0.1170 -0.1224 0.0968 0.7620
Te -5.542951 -4.856829 0.377941 0.1545 0.1598 -0.3883 0.1817
Te -4.902751 -3.789429 2.774241 0.5313 0.0214 0.3716 0.2215
Te -2.267051 -4.039829 3.001941 -0.5834 0.0052 -0.1043 0.7126
C 2.142449 2.545171 -0.438659 0.0020 -0.1204 0.0331 -0.0003
C 1.739649 1.956171 -1.792159 -0.1642 -0.1002 0.0463 -0.0032
C 0.544249 2.748371 -2.299859 0.1216 -0.1527 0.0937 -0.0009
C 2.907749 2.116371 -2.758459 -0.1124 -0.1255 0.0612 -0.0007
P 1.217049 0.165371 -1.326559 0.0465 0.0302 -0.1138 -0.0175
C 2.892749 -0.345429 -0.700459 -0.2908 -0.0398 0.1991 -0.0028
C 3.977449 -0.748629 -1.478259 -0.0175 0.0370 0.0318 -0.0005
C 5.168849 -1.141929 -0.891259 0.0867 -0.0161 -0.0879 -0.0001
C 5.323749 -1.108129 0.483941 0.0006 0.0641 0.0440 0.0000
C 4.282949 -0.637629 1.266641 0.1645 -0.0767 0.0767 0.0000
C 3.091449 -0.264029 0.673741 -0.0513 -0.0077 -0.0184 -0.0004
C 0.989049 -1.032029 -2.837859 0.0471 0.2136 0.1951 -0.0017
C 1.615649 -0.565629 -4.149459 0.0853 0.0208 0.1555 -0.0004
C -0.506551 -1.272329 -3.110859 -0.0353 0.1147 0.1441 0.0016
C 1.611449 -2.372829 -2.418359 0.1081 0.0753 -0.0193 0.0001
H 2.162349 3.631971 -0.495559 -0.0378 0.1315 -0.0528 0.0000
H 3.126849 2.206971 -0.126659 0.0400 -0.0133 0.0811 0.0000
H 1.409849 2.243171 0.310141 0.0106 0.1180 0.1777 0.0001
H 0.762149 3.814271 -2.260359 0.0651 0.1313 0.0179 0.0000
H -0.322951 2.542971 -1.674859 -0.1939 0.1408 -0.0541 -0.0007
H 0.327249 2.501471 -3.333159 -0.1560 -0.0273 -0.1122 0.0000
H 3.240449 3.153171 -2.718459 0.0473 0.1146 -0.0015 -0.0002
H 2.617649 1.908071 -3.781559 0.0062 -0.0412 -0.1575 0.0000
H 3.750749 1.488171 -2.487459 0.1271 0.0335 -0.0103 0.0000
H 3.917449 -0.757629 -2.553959 -0.0332 -0.0515 -0.0701 0.0000
H 5.983349 -1.475929 -1.517859 0.0624 0.0088 -0.0470 0.0000
H 6.255449 -1.415229 0.934341 0.0767 -0.0367 0.0416 0.0000
H 4.398249 -0.565129 2.339041 0.0144 0.0209 0.0748 0.0000
H 2.289249 0.112571 1.283041 0.0479 0.0251 0.0353 0.0000
H 1.136349 0.337671 -4.515859 -0.0493 0.1340 -0.0722 0.0000
H 1.465649 -1.346629 -4.893759 -0.0275 -0.0805 -0.1259 -0.0001
H 2.680849 -0.382029 -4.074359 0.1567 0.0398 -0.0300 0.0000
H -1.134851 -0.859029 -2.331659 -0.2105 0.0225 -0.0154 0.0010
H -0.706251 -2.336529 -3.181359 -0.0630 -0.2320 -0.0466 0.0004
H -0.808451 -0.835829 -4.056759 -0.0723 0.1226 -0.0874 0.0001
H 2.683449 -2.405929 -2.573159 0.0275 -0.0340 0.0269 0.0000
H 1.176449 -3.177129 -3.006159 -0.1037 -0.1133 -0.1019 0.0000
H 1.419849 -2.560129 -1.367459 0.1059 -0.2031 0.0277 0.0001
C -1.326251 3.426871 1.290841 -0.1624 0.1629 -0.2150 0.0003
C -1.782951 4.611671 2.176341 0.0337 0.0791 -0.0950 0.0004
N -1.350651 4.393971 3.549741 -0.0213 0.2580 0.1747 0.0000
C 0.069049 4.083671 3.566441 0.0034 -0.0082 0.1272 0.0002
C 0.304549 2.714771 2.886841 0.1684 0.0610 -0.1176 0.0005
N -0.901951 2.301971 2.144541 0.1942 -0.2649 -0.2787 0.0102
C -1.971851 2.061571 3.129441 -0.1172 -0.0590 0.1317 0.0004
C -2.083051 3.262971 4.095941 -0.0397 0.0418 0.0697 0.0004
H -0.477051 3.710871 0.666141 -0.0065 -0.0411 -0.0367 0.0000
H -2.134951 3.089271 0.638241 0.0538 -0.0721 -0.0436 -0.0001
H -2.870851 4.709171 2.184041 0.0459 0.0293 -0.0778 0.0000
H -1.357651 5.552971 1.822741 -0.0738 -0.0150 -0.0446 0.0000
H 0.406149 4.076271 4.605241 0.0911 -0.0036 -0.0558 0.0000
H 0.603349 4.878471 3.042241 0.0016 -0.0168 0.0268 0.0000
H 0.526449 1.946471 3.633441 0.0057 -0.0367 0.0488 0.0001
H 1.149749 2.773371 2.200741 -0.0085 -0.0940 0.0311 0.0000
H -1.750651 1.143671 3.684141 -0.0654 -0.0435 -0.0829 0.0000
H -2.906151 1.931271 2.583041 0.0416 -0.1490 -0.0537 0.0000
H -1.661651 3.028471 5.075941 -0.0507 -0.0026 0.0106 0.0000
H -3.123451 3.562471 4.237541 0.0109 -0.1046 0.0316 0.0001
C -3.094151 -0.493729 1.361841 -0.2168 -0.2599 -0.6229 0.0113
C -3.303051 0.347071 0.142941 -0.2577 0.1114 0.0961 0.0208
C -4.476351 0.894871 -0.295159 0.0416 0.0702 0.0290 0.0213
C -4.206651 1.441371 -1.569659 0.3129 -0.1084 0.0823 0.0265
C -2.881151 1.190471 -1.847259 -0.6203 0.3760 -0.5166 0.0040
C -2.230251 1.499571 -3.151959 -0.0534 -0.0313 0.1513 -0.0007
N -2.294451 0.542671 -0.797159 -0.1659 -0.2451 0.2685 0.0237
H -3.066751 -1.555229 1.087041 0.0036 0.0782 0.1785 0.0081
H -3.938751 -0.349229 2.037741 0.1952 0.0366 0.1383 0.0013
H -2.179951 -0.258129 1.908441 0.3053 0.0632 0.3754 0.0017
H -5.414051 0.911171 0.228141 -0.1657 -0.0670 0.1496 0.0003
H -4.895751 1.956371 -2.208259 -0.1624 0.1030 -0.2147 0.0018
H -2.277151 2.566571 -3.358259 0.1411 0.1033 -0.0812 0.0000
H -2.757951 0.987471 -3.955859 0.0578 -0.0626 -0.0934 -0.0001
H -1.200551 1.176771 -3.141959 0.0622 0.0269 -0.1900 -0.0002
```
Forces are in eV/Å.

- M: 1166.192 g/mol
- Charge: +1
- E_tot: -3107.5932 Eh
- 2S+1: 4
- LUMO level (spin up / spin down): -3.1 / -4.7 eV
- Orbital gap (spin up / spin down): 0.2247 / 0.1669 Eh